Entry 1:
C13H21N2O10P2Se2Ti as an isolated structure at a distorted geometry. Source: OMol25; level of theory: ωB97M-V/def2-TZVPD.

Atoms and positions in Å:
Ti  0.71981  -0.09361  0.02640
C  -3.89337  -3.13669  1.23261
Se  -2.19550  -2.50816  1.93890
C  -2.72859  -0.63921  2.04713
C  -1.83060  0.21301  2.90956
Se  0.09582  0.38636  2.51986
C  0.82015  -1.20024  3.38796
H  -4.20592  -2.50611  0.40318
H  -4.64391  -3.11900  2.01839
H  -3.73901  -4.15788  0.89465
H  -3.71637  -0.60408  2.51060
H  -2.83924  -0.23070  1.04174
H  -1.82540  -0.12191  3.94752
H  -2.16913  1.24903  2.90141
H  0.64000  -1.08973  4.45334
H  1.88724  -1.19288  3.18158
H  0.35478  -2.09924  2.99541
N  4.39148  0.46538  -1.80932
C  3.72667  1.53939  -0.95580
C  4.52758  2.83045  -1.01087
P  3.64219  0.83931  0.77967
O  5.08786  0.14438  0.81602
O  3.41203  1.86243  1.79249
O  2.64567  -0.32120  0.58224
P  1.99252  1.62545  -1.55738
O  2.04641  2.74769  -2.64678
O  1.65366  0.21753  -2.00269
O  1.06419  1.89968  -0.37720
H  5.20034  0.08123  -1.30543
H  4.70825  0.84180  -2.70719
H  3.70859  -0.28562  -1.99065
H  5.54160  2.67096  -0.64029
H  4.05485  3.56817  -0.36407
H  4.57229  3.23505  -2.02235
H  5.62333  0.39426  1.57519
H  1.22904  2.95501  -3.11771
O  -5.86924  -0.19026  -2.98710
C  -5.14474  -0.29659  -2.03766
O  -5.27560  -0.61749  -0.80782
C  -3.68202  -0.11100  -1.83241
C  -3.14293  1.13361  -1.40124
C  -1.89869  1.18223  -0.86541
N  -1.12443  0.06493  -0.72422
C  -1.59039  -1.10342  -1.27198
C  -2.79534  -1.22593  -1.86753
C  -0.58911  -2.20800  -1.20624
O  -0.59403  -3.23194  -1.79772
O  0.43361  -1.82858  -0.35074
H  -3.73728  2.03332  -1.47589
H  -1.46047  2.10722  -0.51242
H  -3.08864  -2.16839  -2.30975

As for the energy relative to the best compared isomer or geometry (same formula, charge and spin): 23.8 kJ/mol. As for the total charge: +1. The calculation puts the largest force on an atom at 0.0213 Eh/bohr. The LUMO energy comes out at -4.97 eV.

Entry 2:
A 3-piece molecular cluster, C8H19NO overall at a distorted geometry. Source: OMol25; level of theory: ωB97M-V/def2-TZVPD.

Atoms and positions in Å:
C  0.61160  -0.46313  -1.25885
C  1.89513  0.33199  -1.12953
C  -0.03507  -0.24550  -2.60725
C  0.75379  -1.92559  -0.89430
C  -2.04880  -0.24106  -0.10781
C  -0.78725  0.58309  -0.11316
O  -0.75736  1.78516  -0.38277
H  2.41044  0.12531  -0.18657
H  -0.94548  -0.83554  -2.72943
H  -0.19306  -2.46130  -0.99092
H  2.59851  0.07680  -1.93216
H  1.67961  1.40217  -1.18888
H  0.65034  -0.54458  -3.41206
H  -0.27936  0.80942  -2.75586
H  1.11815  -2.05904  0.12920
H  1.47449  -2.42295  -1.55762
H  -2.77301  0.21591  0.56913
H  -2.49525  -0.23745  -1.10371
H  -1.86557  -1.26947  0.20332
C  0.19563  0.48042  1.94098
C  -1.01121  0.33464  2.82659
N  0.80028  1.74078  1.98717
H  1.67273  1.77764  1.47551
H  0.18431  2.45638  1.60100
H  0.91601  -0.32848  2.05738
H  0.18177  0.00131  0.36251
H  -1.48227  -0.64112  2.70598
H  -1.74970  1.11213  2.61519
H  -0.71939  0.44205  3.87693

As for the energy relative to the best compared isomer or geometry (same formula, charge and spin): 412.3 kJ/mol. As for the total charge: 0. The calculation puts the largest force on an atom at 0.0336 Eh/bohr. The LUMO energy comes out at 0.77 eV.

Entry 3:
C12H48BeN24O12 as an isolated structure at a distorted geometry. Source: OMol25; level of theory: ωB97M-V/def2-TZVPD.

Atoms and positions in Å:
Be  -0.17618  -0.37206  0.21772
C  -3.84410  3.10416  -2.08435
O  -4.46351  2.17157  -2.61426
N  -4.41163  4.25212  -1.58076
N  -2.40073  2.99347  -1.91867
H  -5.41450  4.31772  -1.65929
H  -3.94703  5.14660  -1.52574
H  -1.82838  3.65946  -1.41764
H  -1.86632  2.24478  -2.32900
C  -1.75689  -1.75149  3.04236
O  -1.38409  -0.92544  2.18502
N  -3.01003  -2.41880  3.00732
N  -1.05599  -2.12887  4.20721
H  -3.68132  -2.18127  2.29353
H  -3.40131  -2.93932  3.78021
H  -0.08620  -1.90531  4.33998
H  -1.27241  -2.98242  4.69670
C  1.38406  0.77406  3.55814
O  1.22369  0.76099  2.33643
N  2.64836  0.81010  4.16356
N  0.31969  0.77985  4.49460
H  2.77406  0.66635  5.15309
H  3.54879  0.75673  3.71498
H  0.52214  0.98864  5.45622
H  -0.61378  0.76018  4.11481
C  3.00310  -0.78731  -1.61603
O  2.05149  -0.66318  -0.85164
N  3.28777  0.08072  -2.69300
N  3.90099  -1.86689  -1.59299
H  4.08698  -0.05440  -3.28525
H  2.79952  0.94912  -2.81481
H  3.66652  -2.64896  -1.00194
H  4.68357  -1.98418  -2.21578
C  1.07486  -2.78302  -4.09418
O  0.32622  -3.45312  -4.76000
N  1.63306  -1.51911  -4.54413
N  1.51524  -3.13391  -2.78101
H  1.41062  -1.07406  -5.42495
H  2.34526  -1.06050  -4.01666
H  1.79967  -2.50853  -2.05086
H  1.18000  -4.01392  -2.40528
C  1.75831  2.71890  -0.51171
O  1.04771  1.73030  -0.82292
N  1.54013  4.00425  -1.04385
N  2.85406  2.64378  0.39045
H  2.03791  4.78701  -0.66101
H  0.80252  3.98795  -1.72438
H  3.41059  3.43135  0.68866
H  2.94349  1.75482  0.89227
C  -5.59841  1.10786  0.60979
O  -6.10328  2.12946  0.22386
N  -4.39017  0.58462  0.09379
N  -6.08524  0.35854  1.72326
H  -4.16968  -0.33075  0.45493
H  -3.94383  0.91935  -0.75407
H  -7.00932  0.45261  2.10780
H  -5.77824  -0.59721  1.79509
C  5.19977  0.22571  0.99273
O  4.22434  0.25191  1.77731
N  5.61328  1.33436  0.26555
N  5.98578  -0.89707  0.74334
H  6.49387  1.35321  -0.22256
H  5.34900  2.29463  0.39605
H  6.59386  -1.01876  -0.05259
H  5.65216  -1.78071  1.09153
C  -1.71326  2.42623  1.46746
O  -1.63189  1.55957  0.57279
N  -0.57433  3.06080  2.01450
N  -2.91138  2.89633  2.02431
H  -0.70438  3.85865  2.61975
H  0.35770  2.80768  1.71279
H  -2.86438  3.42658  2.87834
H  -3.80290  2.45879  1.82688
C  -2.19323  -2.90525  -1.21686
O  -1.12615  -2.42607  -0.73758
N  -2.55893  -4.24966  -1.00528
N  -3.15832  -2.16688  -1.93530
H  -1.95150  -4.85960  -0.48695
H  -3.35304  -4.73919  -1.39534
H  -2.86172  -1.22166  -2.14776
H  -3.91977  -2.65064  -2.38083
C  1.82497  -2.78690  1.90714
O  0.98770  -2.08665  1.31844
N  1.77430  -4.10664  2.23923
N  3.08192  -2.14014  2.27628
H  2.59396  -4.56755  2.59377
H  1.00027  -4.61665  1.84755
H  3.61124  -2.48830  3.06737
H  3.23748  -1.12751  2.22282
C  -1.11887  0.37407  -3.20317
O  -1.36481  -0.01958  -2.04106
N  -1.85078  0.09199  -4.32059
N  0.03097  1.18199  -3.43718
H  -2.75725  -0.32502  -4.16415
H  -1.76178  0.67923  -5.13835
H  0.19081  1.64109  -4.32160
H  0.48748  1.51420  -2.59441

As for the total charge: +2. The calculation puts the largest force on an atom at 0.0845 Eh/bohr. The LUMO energy comes out at -5.04 eV.

Q: LUMO energy of number 2 (C8H19NO)?
A: 0.77 eV